Formula: C41H48As2F3O8PtSbSeSi
Source: the Open Molecules 2025 dataset
Level of theory: ωB97M-V/def2-TZVPD

Geometry (Å):
Pt (-1.0560, 0.0199, -0.5636)
C (3.8682, -0.4072, -2.5922)
C (3.5571, -0.4101, -1.0880)
C (3.8643, -1.7926, -0.4968)
C (4.3942, 0.6636, -0.3850)
C (2.1263, -0.1231, -0.8995)
C (0.9330, 0.0391, -0.7462)
H (4.9305, -0.6069, -2.7525)
H (3.6217, 0.5600, -3.0309)
H (3.2937, -1.1827, -3.1027)
H (4.9238, -2.0282, -0.6231)
H (3.2734, -2.5633, -0.9966)
H (3.6243, -1.8201, 0.5675)
H (5.4587, 0.4621, -0.5294)
H (4.1866, 0.6662, 0.6872)
H (4.1652, 1.6509, -0.7854)
C (0.1219, 1.5150, -4.1168)
O (-0.0124, 2.2572, -2.8976)
C (1.1221, 2.7041, -2.3580)
O (2.1950, 2.6744, -2.9053)
C (0.8676, 3.2668, -0.9951)
C (1.7256, 4.1416, -0.4796)
As (1.5782, 5.0223, 1.2622)
C (3.3735, 4.5519, 1.9066)
C (0.6084, 3.6071, 2.2093)
C (-0.3298, 2.8084, 1.7066)
As (-0.8295, 2.7278, -0.1976)
C (-1.6921, 4.4935, -0.3452)
C (-1.0783, 1.7801, 2.5082)
O (-0.8602, 0.6040, 2.3883)
O (-2.0883, 2.1845, 3.2951)
C (-2.4245, 3.5716, 3.3954)
C (0.9149, 3.6455, 3.6715)
O (1.2630, 4.6524, 4.2405)
O (0.7524, 2.4678, 4.2719)
C (0.9513, 2.4588, 5.6931)
C (2.8397, 4.6900, -1.3334)
O (2.6645, 5.5842, -2.1160)
O (4.0210, 4.1405, -1.0464)
C (5.1143, 4.5491, -1.8803)
H (-0.8620, 1.1012, -4.3133)
H (0.8538, 0.7198, -3.9786)
H (0.4440, 2.1724, -4.9227)
H (4.1079, 5.1226, 1.3445)
H (3.5665, 3.4892, 1.7747)
H (3.4252, 4.8308, 2.9559)
H (-1.0947, 5.2536, 0.1567)
H (-2.6954, 4.4607, 0.0726)
H (-1.7574, 4.7270, -1.4073)
H (-3.4056, 3.5998, 3.8599)
H (-2.4710, 4.0472, 2.4162)
H (-1.7118, 4.1055, 4.0246)
H (0.6353, 1.4751, 6.0239)
H (0.3562, 3.2380, 6.1651)
H (2.0028, 2.6228, 5.9214)
H (6.0186, 4.2907, -1.3374)
H (5.0695, 5.6172, -2.0771)
H (5.0662, 4.0005, -2.8201)
F (1.0135, -5.1504, -5.4674)
C (0.5733, -4.5939, -4.3222)
C (0.8610, -3.2669, -4.0739)
C (0.4063, -2.7004, -2.8914)
C (-0.3217, -3.4581, -1.9761)
C (-0.5994, -4.7926, -2.2649)
C (-0.1514, -5.3735, -3.4430)
Sb (-0.9859, -2.5897, -0.1584)
C (-2.6423, -3.8881, 0.1636)
C (-3.6758, -3.9082, -0.7731)
C (-4.7952, -4.7013, -0.5717)
C (-4.8628, -5.4629, 0.5796)
F (-5.9492, -6.2337, 0.7824)
C (-3.8612, -5.4643, 1.5285)
C (-2.7445, -4.6663, 1.3118)
C (0.4293, -3.3902, 1.2058)
C (1.2761, -4.4421, 0.8692)
C (2.2145, -4.9111, 1.7773)
C (2.2874, -4.3074, 3.0171)
F (3.1971, -4.7579, 3.9030)
C (1.4724, -3.2538, 3.3806)
C (0.5433, -2.7914, 2.4590)
H (1.4278, -2.6961, -4.7977)
H (0.6283, -1.6620, -2.6770)
H (-1.1783, -5.3915, -1.5713)
H (-0.3574, -6.4071, -3.6851)
H (-3.6147, -3.2917, -1.6636)
H (-5.6067, -4.7338, -1.2860)
H (-3.9597, -6.0791, 2.4128)
H (-1.9492, -4.6616, 2.0485)
H (1.2171, -4.8999, -0.1112)
H (2.8844, -5.7250, 1.5359)
H (1.5793, -2.8040, 4.3582)
H (-0.0782, -1.9398, 2.7165)
C (-4.3764, -0.6987, 0.9187)
Si (-4.5088, 0.3464, -0.6282)
C (-6.1326, 0.0186, -1.4986)
C (-4.4530, 2.1450, -0.0957)
Se (-2.9110, -0.1611, -2.1908)
H (-5.2249, -0.5053, 1.5817)
H (-3.4608, -0.4677, 1.4709)
H (-4.3706, -1.7644, 0.6798)
H (-6.9712, 0.2083, -0.8235)
H (-6.1897, -1.0191, -1.8314)
H (-6.2448, 0.6618, -2.3730)
H (-5.4070, 2.4243, 0.3606)
H (-4.2647, 2.8115, -0.9388)
H (-3.6736, 2.2958, 0.6537)

Atoms 1-3, force components in eV/Å:
Pt 0.04 0.19 0.44
C 0.01 0.03 0.03
C 0.00 0.02 0.02

Its HOMO energy (alpha / beta) is -0.2344 / -0.2819 hartree. The relative energy (zero: lowest compared OMol25 entry of this formula, charge and spin) is 5.7 kcal per mole. The value obtained for the electronic energy is -10014.61722 hartree. For the HOMO-LUMO gap (alpha / beta), the calculation gives 6.04 / 6.13 eV. The multiplicity is 3.